# 1
This record from the Open Molecules 2025 dataset describes a cluster of 4 separate species, C2H12O3S in total in a non-equilibrium geometry. The level of theory is wB97M-V/def2-TZVPD.

Geometry as XYZ:
```
18
Properties=species:S:1:pos:R:3:forces:R:3:nbo_charge:R:1
C 0.1313 2.6751 1.1729 1.42 0.57 0.26 -0.6319
C -0.0046 1.1943 0.8489 -0.06 1.78 -1.63 -0.4705
S 0.3201 0.9103 -0.9599 0.20 -0.13 0.13 -0.1198
H -0.1628 2.8999 2.2005 -0.56 0.00 -0.15 0.2100
H -0.2847 3.3542 0.4328 -0.72 -0.16 0.16 0.2145
H 1.1804 3.0040 1.1760 0.10 -0.41 -0.12 0.2012
H 0.7608 0.6283 1.3510 -0.53 -0.48 0.43 0.2356
H -1.0505 0.9389 0.9267 0.18 -0.79 0.76 0.2278
H -0.9526 0.8355 -1.3725 0.00 0.02 0.09 0.1290
H 2.8271 -3.0502 0.3424 0.09 -0.12 0.06 0.4742
H 2.7640 -4.3256 1.2168 0.06 0.13 -0.14 0.4733
O 2.2708 -3.5411 0.9548 -0.17 -0.01 0.07 -0.9470
H -1.8489 -0.5265 -4.0922 -0.17 -0.42 0.21 0.4644
H -2.7035 0.6483 -4.2940 -0.47 0.03 0.11 0.4637
O -2.7613 -0.2473 -3.9363 0.66 0.40 -0.30 -0.9275
H -0.2434 -2.1345 2.0948 0.34 -0.55 -0.53 0.4841
H 0.0342 -1.7831 0.5406 0.14 -0.63 0.35 0.4900
O -0.2765 -1.4804 1.3968 -0.52 0.76 0.24 -0.9710
```
Positions in Å, forces in eV/Å.

## Properties
**SMILES**: CCS.O.O.O
**Kohn-Sham gap**: 9.37 eV
**Total charge**: 0
**Relative energy (zero: lowest compared OMol25 entry of this formula, charge and spin)**: 22.0 kcal/mol
**LUMO**: 0.5253 eV

=====

# 2
This record from the Open Molecules 2025 dataset describes the molecule C7H11IN2S in a non-equilibrium geometry. The level of theory is wB97M-V/def2-TZVPD.

Geometry as XYZ:
```
22
Properties=species:S:1:pos:R:3:forces:R:3:nbo_charge:R:1
C -1.6977 -2.4085 -0.2636 1.07 2.78 -0.61 -0.0648
C -0.6383 -1.8317 -0.9289 1.78 -1.61 -0.51 -0.0609
C -2.0602 -0.1452 -0.5005 0.69 -3.70 2.51 0.1077
C 1.9536 1.2664 1.7731 2.13 -0.43 2.31 -0.5948
C 0.9142 0.8857 0.8513 -2.44 2.22 -1.66 -0.4180
C 1.4111 0.7269 -0.6182 -1.26 0.07 1.65 -0.4043
C 0.2170 0.3794 -1.5320 0.69 1.74 -1.55 -0.2151
N -2.5228 -1.4281 0.1911 1.92 3.90 -3.61 -0.4570
N -0.7889 -0.4833 -0.9949 -2.13 -0.02 0.84 -0.3673
S -3.8332 -1.4718 1.1455 -1.55 -0.61 1.12 -0.1651
I -2.9486 1.5888 0.2003 0.68 -0.30 -0.58 0.2784
H -1.9552 -3.3955 -0.2188 -0.43 -2.28 0.60 0.2315
H 0.3068 -2.3709 -1.3575 -2.14 1.33 0.78 0.2372
H 1.6664 1.6191 2.8188 0.09 -0.57 -1.50 0.2213
H 2.5865 0.3973 1.8529 0.87 -0.22 0.67 0.1935
H 2.5571 2.0320 1.2973 0.16 0.36 0.19 0.2005
H 0.2539 1.7400 1.0062 -0.59 0.47 -1.23 0.2017
H 0.1973 0.1424 1.1089 0.21 -1.42 0.56 0.2124
H 2.0413 1.5937 -0.8956 -0.81 -0.28 -0.32 0.2241
H 2.0757 -0.0941 -0.5591 0.89 -1.11 -0.25 0.1977
H 0.5007 -0.0514 -2.4901 0.53 -0.32 0.08 0.2137
H -0.2369 1.3088 -1.8863 -0.37 0.00 0.51 0.2274
```
Positions in Å, forces in eV/Å.

## Properties
**Kohn-Sham gap (spin up / spin down)**: 7.11 / 7.12 eV
**Total charge**: 0
**Relative energy (zero: lowest compared OMol25 entry of this formula, charge and spin)**: 20.7 kcal/mol
**LUMO (spin up / spin down)**: -0.0386 / -0.0372 eV

=====

# 3
This record from the Open Molecules 2025 dataset describes a structure of composition C21H35OSSi2Ti. The level of theory is wB97M-V/def2-TZVPD.

Geometry as XYZ:
```
61
Properties=species:S:1:pos:R:3:forces:R:3:nbo_charge:R:1
Ti -0.1715 1.0259 -0.2503 -0.10 -0.14 0.53 1.4601
C -0.8313 2.4854 3.5199 0.10 -0.18 0.06 -0.7332
S -0.3638 2.7189 1.8021 -0.31 0.32 -0.42 0.2226
C 1.2233 3.5494 1.9117 0.16 -0.07 0.00 -0.7340
H -0.1053 1.8884 4.0688 0.03 0.05 -0.02 0.2247
H -1.7905 1.9712 3.5136 0.01 0.00 0.01 0.2483
H -0.9480 3.4598 3.9891 0.00 0.02 -0.02 0.2331
H 1.0974 4.5797 2.2376 -0.04 -0.02 0.04 0.2312
H 1.6417 3.5457 0.9052 0.01 0.02 0.01 0.2492
H 1.9022 3.0148 2.5738 -0.02 -0.04 -0.01 0.2351
C -1.6490 3.7445 -1.8540 0.03 0.01 -0.06 -1.0687
Si 0.0263 2.8769 -2.1360 -0.20 0.08 0.17 0.7196
C 1.3022 4.2787 -2.0214 0.04 -0.06 -0.06 -1.0757
C -0.0213 2.3340 -3.9518 0.11 -0.02 0.02 -1.0744
H -1.8074 4.5154 -2.6154 -0.02 0.01 0.02 0.2239
H -1.6920 4.2250 -0.8733 0.01 0.01 0.00 0.2236
H -2.4858 3.0433 -1.9073 0.01 -0.01 -0.02 0.2284
H 1.0911 5.0318 -2.7866 0.01 0.01 0.01 0.2283
H 2.3266 3.9311 -2.1730 -0.01 -0.01 0.01 0.2292
H 1.2605 4.7784 -1.0503 -0.02 0.01 -0.01 0.2169
H -0.2727 3.1912 -4.5835 0.00 -0.01 -0.02 0.2257
H -0.7737 1.5603 -4.1221 -0.02 0.01 0.01 0.2252
H 0.9384 1.9391 -4.2936 0.00 -0.01 0.01 0.2284
C -1.2494 -3.1959 3.5676 0.00 0.00 0.01 -0.2252
C -1.0553 -1.8573 3.8843 -0.01 0.00 0.01 -0.2184
C -0.1855 -1.0869 3.1280 0.01 -0.02 -0.01 -0.2315
C 0.5197 -1.6191 2.0449 0.04 -0.04 -0.01 -0.3262
C 0.3095 -2.9675 1.7472 -0.02 -0.01 -0.02 -0.2533
C -0.5627 -3.7481 2.4969 0.00 0.00 -0.01 -0.2024
Si 1.6101 -0.4903 0.9692 0.06 -0.01 -0.18 0.4320
C 2.6545 -1.6350 -0.1207 0.03 -0.01 0.02 -0.4469
C 3.4743 -2.6308 0.4219 0.02 0.02 0.02 -0.1431
C 4.2247 -3.4707 -0.3861 0.00 -0.01 -0.02 -0.2227
C 4.1756 -3.3329 -1.7684 0.00 0.00 0.00 -0.2137
C 3.3762 -2.3511 -2.3314 -0.01 0.00 0.01 -0.2173
C 2.6264 -1.5162 -1.5104 -0.01 -0.01 -0.04 -0.1992
H -1.9281 -3.8025 4.1536 0.00 0.00 0.00 0.2120
H -1.5836 -1.4169 4.7218 0.00 0.00 0.00 0.2077
H -0.0472 -0.0436 3.3868 0.02 -0.04 0.00 0.1899
H 0.8373 -3.4214 0.9155 0.01 0.00 0.01 0.2180
H -0.7044 -4.7915 2.2425 0.00 0.00 0.00 0.2108
H 2.5842 0.1300 1.9296 -0.06 0.01 0.05 -0.1656
H 3.5256 -2.7510 1.4991 -0.01 0.00 0.00 0.2016
H 4.8497 -4.2349 0.0593 0.00 0.00 0.00 0.2085
H 4.7609 -3.9878 -2.4016 0.00 0.00 0.00 0.2109
H 3.3332 -2.2332 -3.4071 0.00 0.00 0.00 0.2110
H 2.0101 -0.7504 -1.9739 -0.01 0.00 0.01 0.2009
C -1.4904 -1.8107 -1.4836 -0.02 -0.04 -0.04 -0.6154
C -2.4948 -0.8824 -0.8067 0.05 -0.02 0.05 0.2470
C -3.5189 -0.3671 -1.8078 -0.04 -0.01 0.01 -0.6108
C -3.1594 -1.5766 0.3735 -0.02 0.00 0.01 -0.6119
O -1.7770 0.2435 -0.3032 0.23 0.16 -0.16 -0.9610
H -0.7725 -2.1945 -0.7559 0.00 0.02 0.00 0.2266
H -0.9474 -1.2775 -2.2701 -0.02 0.01 0.00 0.2096
H -1.9964 -2.6591 -1.9480 0.00 -0.01 0.02 0.2197
H -4.1194 -1.1911 -2.1973 0.00 0.01 -0.01 0.2115
H -3.0190 0.1259 -2.6434 0.01 0.00 0.00 0.2135
H -4.1840 0.3534 -1.3304 0.00 -0.01 0.01 0.2169
H -3.6864 -2.4724 0.0394 0.00 0.00 0.01 0.2097
H -3.8781 -0.9084 0.8505 0.00 0.01 -0.01 0.2113
H -2.4093 -1.8667 1.1110 0.01 -0.01 -0.01 0.2278
```
Positions in Å, forces in eV/Å.

## Properties
**Kohn-Sham gap (spin up / spin down)**: 7.62 / 7.69 eV
**Total charge**: 0
**2S+1**: 2
**Relative energy (zero: lowest compared OMol25 entry of this formula, charge and spin)**: 0.0 kcal/mol
**LUMO (spin up / spin down)**: 0.2354 / 0.3052 eV

=====

Repeat the second record exactly.
This record from the Open Molecules 2025 dataset describes the molecule C7H11IN2S in a non-equilibrium geometry. The level of theory is wB97M-V/def2-TZVPD.

Geometry as XYZ:
```
22
Properties=species:S:1:pos:R:3:forces:R:3:nbo_charge:R:1
C -1.6977 -2.4085 -0.2636 1.07 2.78 -0.61 -0.0648
C -0.6383 -1.8317 -0.9289 1.78 -1.61 -0.51 -0.0609
C -2.0602 -0.1452 -0.5005 0.69 -3.70 2.51 0.1077
C 1.9536 1.2664 1.7731 2.13 -0.43 2.31 -0.5948
C 0.9142 0.8857 0.8513 -2.44 2.22 -1.66 -0.4180
C 1.4111 0.7269 -0.6182 -1.26 0.07 1.65 -0.4043
C 0.2170 0.3794 -1.5320 0.69 1.74 -1.55 -0.2151
N -2.5228 -1.4281 0.1911 1.92 3.90 -3.61 -0.4570
N -0.7889 -0.4833 -0.9949 -2.13 -0.02 0.84 -0.3673
S -3.8332 -1.4718 1.1455 -1.55 -0.61 1.12 -0.1651
I -2.9486 1.5888 0.2003 0.68 -0.30 -0.58 0.2784
H -1.9552 -3.3955 -0.2188 -0.43 -2.28 0.60 0.2315
H 0.3068 -2.3709 -1.3575 -2.14 1.33 0.78 0.2372
H 1.6664 1.6191 2.8188 0.09 -0.57 -1.50 0.2213
H 2.5865 0.3973 1.8529 0.87 -0.22 0.67 0.1935
H 2.5571 2.0320 1.2973 0.16 0.36 0.19 0.2005
H 0.2539 1.7400 1.0062 -0.59 0.47 -1.23 0.2017
H 0.1973 0.1424 1.1089 0.21 -1.42 0.56 0.2124
H 2.0413 1.5937 -0.8956 -0.81 -0.28 -0.32 0.2241
H 2.0757 -0.0941 -0.5591 0.89 -1.11 -0.25 0.1977
H 0.5007 -0.0514 -2.4901 0.53 -0.32 0.08 0.2137
H -0.2369 1.3088 -1.8863 -0.37 0.00 0.51 0.2274
```
Positions in Å, forces in eV/Å.

## Properties
**Kohn-Sham gap (spin up / spin down)**: 7.11 / 7.12 eV
**Total charge**: 0
**Relative energy (zero: lowest compared OMol25 entry of this formula, charge and spin)**: 20.7 kcal/mol
**LUMO (spin up / spin down)**: -0.0386 / -0.0372 eV